C18H45AsBN2O11S | ωB97M-V/def2-TZVPD

Values from the calculation:
* molecular weight: 583.36 g mol⁻¹
* Kohn-Sham gap: 8.29 eV
* E: -117247.7254 eV
* total charge: -1

Geometry as XYZ:
```
79
Properties=species:S:1:pos:R:3:forces:R:3:lowdin_charge:R:1
C 0.185 2.728 1.663 -0.12 -0.32 0.05 -0.055
C -0.808 2.828 0.447 1.28 -0.13 0.55 -0.359
O -0.801 4.230 0.080 -0.41 -0.05 0.05 -0.082
C -0.234 1.950 -0.733 -0.60 0.88 -0.57 -0.278
O -1.136 0.993 -1.252 0.77 0.13 0.52 -0.375
As -1.280 -0.558 -0.237 0.55 0.76 -2.18 0.981
C 0.525 -1.266 -0.874 1.25 -1.56 0.22 -0.279
C 1.228 -2.141 0.197 -0.42 1.41 -1.01 -0.318
N 2.034 -1.640 1.056 -0.51 -0.41 -0.31 0.054
N -1.445 -2.228 0.869 -1.10 -0.62 -0.78 -0.066
C -1.945 -3.085 0.204 0.78 -1.55 1.38 -0.927
S -2.367 -4.495 -0.481 -0.11 0.98 -0.03 0.565
O -3.019 -0.021 0.251 0.07 -0.03 1.78 -0.128
B -3.277 -0.121 1.598 -0.79 -0.71 -0.60 -0.914
O -2.841 0.795 2.588 0.35 -0.62 -0.02 0.093
O -4.100 -1.185 2.037 0.74 0.66 0.00 0.114
H 1.036 3.435 1.531 -0.72 -0.28 0.02 0.087
H 0.651 1.718 1.729 -0.47 0.58 -0.07 0.055
H -0.309 2.913 2.640 0.31 0.18 -0.58 0.055
H -1.839 2.539 0.738 0.65 -0.18 -0.29 0.135
H -1.685 4.489 -0.210 0.27 -0.25 0.00 0.085
H 0.755 1.536 -0.423 -0.58 -0.08 -0.13 0.089
H -0.018 2.665 -1.566 -0.10 -0.45 0.57 0.122
H -1.930 -1.295 -1.439 -0.12 0.52 0.42 0.043
H -0.645 0.093 1.009 -0.20 -0.05 -0.04 0.044
H 1.218 -0.467 -1.210 -0.48 -0.26 0.38 0.062
H 0.372 -1.938 -1.755 -0.33 0.63 0.50 0.066
H 0.970 -3.218 0.159 0.39 0.57 0.39 0.094
H 2.073 -0.630 0.853 0.19 -0.25 0.21 0.035
H -1.884 0.753 2.733 -0.22 0.23 -0.30 0.075
H -3.833 -1.429 2.934 -0.38 0.25 -0.13 0.089
C 6.165 -2.978 -1.892 0.09 -0.04 0.00 -0.109
O 7.199 -2.059 -1.575 -0.22 0.05 -0.06 -0.197
C 6.887 -0.727 -1.966 0.34 -0.07 0.26 -0.207
C 6.417 0.104 -0.785 -0.42 0.08 -0.20 -0.212
O 5.176 -0.366 -0.283 0.27 -0.12 0.02 -0.194
C 5.314 -1.156 0.891 -0.14 -0.10 0.08 -0.113
H 6.365 -3.906 -1.356 0.06 0.05 -0.01 0.088
H 5.183 -2.606 -1.592 0.01 0.02 -0.01 0.086
H 6.167 -3.187 -2.967 -0.10 -0.01 -0.01 0.086
H 6.137 -0.723 -2.763 -0.05 0.01 0.06 0.125
H 7.806 -0.286 -2.365 0.00 0.04 -0.03 0.120
H 6.258 1.134 -1.122 0.06 0.01 -0.02 0.122
H 7.175 0.122 0.005 0.02 -0.08 -0.05 0.123
H 5.521 -0.512 1.752 0.06 -0.04 0.04 0.088
H 6.110 -1.899 0.792 0.06 0.08 -0.05 0.082
H 4.372 -1.678 1.060 0.00 0.15 -0.03 0.051
C -2.798 -3.621 -7.499 -0.13 -0.04 0.00 -0.118
O -3.412 -4.600 -6.679 0.24 0.05 -0.07 -0.194
C -2.491 -5.578 -6.209 -0.37 0.02 0.22 -0.206
C -2.071 -5.306 -4.774 0.40 0.05 -0.08 -0.210
O -1.318 -4.108 -4.671 -0.24 -0.02 -0.19 -0.197
C -2.089 -3.014 -4.188 0.05 0.09 0.14 -0.109
H -3.499 -2.793 -7.615 -0.03 -0.06 0.02 0.087
H -1.876 -3.240 -7.057 0.00 -0.03 0.01 0.084
H -2.586 -4.040 -8.489 0.09 0.05 -0.02 0.083
H -1.615 -5.631 -6.864 0.03 0.05 0.04 0.122
H -3.002 -6.545 -6.250 0.02 -0.04 0.00 0.120
H -1.422 -6.123 -4.440 -0.05 -0.04 0.00 0.124
H -2.942 -5.277 -4.112 -0.02 0.02 -0.07 0.126
H -2.251 -3.117 -3.112 -0.07 0.04 -0.02 0.034
H -3.054 -2.938 -4.697 0.02 -0.06 -0.01 0.085
H -1.529 -2.097 -4.372 0.08 -0.07 0.02 0.090
C -2.293 3.318 4.701 0.14 -0.07 -0.11 -0.104
O -1.224 4.214 4.981 -0.26 0.13 0.09 -0.199
C -1.480 5.535 4.525 0.33 -0.14 0.24 -0.204
C -1.914 6.440 5.664 -0.31 0.07 -0.28 -0.205
O -3.177 6.051 6.191 0.18 -0.12 0.11 -0.193
C -3.065 5.313 7.395 -0.07 0.02 -0.03 -0.117
H -2.130 2.409 5.279 0.07 0.03 -0.03 0.095
H -3.262 3.740 4.975 0.01 0.03 -0.01 0.088
H -2.293 3.059 3.639 -0.17 -0.02 0.03 0.063
H -2.227 5.531 3.725 -0.03 0.02 0.05 0.129
H -0.543 5.918 4.109 -0.02 0.05 -0.05 0.125
H -2.029 7.459 5.278 0.04 0.00 0.00 0.121
H -1.155 6.463 6.453 0.00 -0.08 -0.03 0.123
H -2.820 5.983 8.227 0.05 -0.05 0.06 0.084
H -2.307 4.529 7.323 0.01 0.03 -0.02 0.084
H -4.028 4.844 7.595 -0.02 0.08 -0.04 0.088
```
Forces are in eV/Å.